A cluster of 12 separate species, C48H96O24S6 in total, computed with ωB97M-V/def2-TZVPD.

HOMO-LUMO gap = 9.510 eV
Energy relative to the best compared isomer or geometry (same formula, charge and spin) = 31.5 kcal/mol
HOMO energy = -0.346 Ha
Lowest unoccupied orbital energy = 0.0034 Eh
SMILES string = O=S1(=O)CCCC1.O=S1(=O)CCCC1.O=S1(=O)CCCC1.O=S1(=O)CCCC1.O=S1(=O)CCCC1.O=S1(=O)CCCC1.CCOC(C)=O.CCOC(C)=O.CCOC(C)=O.CCOC(C)=O.CCOC(C)=O.CCOC(C)=O

```
! wB97M-V def2-TZVPD RIJCOSX def2/J DEFGRID3
* xyz 0 1
S 17.384 12.399 18.632
S 22.186 11.311 9.844
S 20.535 17.829 12.004
S 23.891 14.194 16.137
S 16.579 13.368 9.764
S 16.035 19.245 12.118
O 18.404 13.224 15.022
O 20.442 16.464 11.553
O 14.846 20.058 11.900
O 16.604 14.074 14.001
O 11.845 13.579 15.541
O 16.382 13.313 18.086
O 21.416 8.959 14.475
O 17.770 7.086 12.636
O 15.425 13.054 10.574
O 12.327 9.059 12.251
O 22.056 12.018 8.550
O 17.139 19.241 11.126
O 11.653 11.558 14.601
O 19.332 9.344 15.327
O 18.938 15.672 20.254
O 23.578 12.866 16.700
O 17.425 12.283 9.298
O 21.096 16.067 19.613
O 16.535 9.032 12.460
O 19.644 18.327 13.052
O 18.756 12.896 18.813
O 12.104 10.919 10.990
O 23.343 14.676 14.863
O 22.665 9.935 9.894
C 14.060 10.608 12.286
C 24.790 16.512 17.111
C 17.261 11.742 13.693
C 17.057 7.973 13.117
C 16.454 18.413 14.771
C 17.118 15.528 8.391
C 11.099 8.480 11.841
C 18.826 14.414 15.651
C 21.403 20.063 10.929
C 20.687 11.580 10.935
C 15.388 17.463 14.093
C 16.118 14.448 8.345
C 26.064 15.692 16.918
C 15.512 17.558 12.514
C 23.252 12.301 10.921
C 20.278 15.484 20.384
C 20.443 18.940 10.599
C 13.234 13.473 15.743
C 17.253 10.742 17.799
C 18.360 16.503 19.298
C 22.389 13.115 11.898
C 13.664 14.901 16.158
C 22.701 19.293 11.556
C 9.902 9.010 12.613
C 16.610 8.005 14.618
C 17.075 9.321 11.143
C 18.536 18.017 19.581
C 19.805 15.240 14.831
C 23.713 15.565 17.318
C 12.757 10.193 11.734
C 16.558 19.630 13.884
C 11.149 12.605 14.936
C 9.690 12.888 14.560
C 16.306 9.895 18.669
C 16.589 10.179 20.134
C 16.708 11.669 20.206
C 17.401 13.142 14.222
C 21.072 10.805 15.862
C 17.445 15.929 9.829
C 20.523 9.584 15.189
C 25.746 14.401 16.119
C 21.476 7.842 12.369
C 20.638 14.695 21.694
C 22.232 18.213 12.566
C 21.140 7.676 13.783
C 17.599 14.680 10.673
C 16.283 8.627 10.031
C 21.296 12.111 12.303
H 11.157 7.402 11.996
H 20.988 20.724 11.690
H 22.504 8.159 12.193
H 21.505 15.119 22.200
H 23.347 18.751 10.865
H 17.338 16.165 19.128
H 20.778 13.676 21.333
H 8.945 13.093 15.330
H 18.137 9.091 11.057
H 15.513 16.468 14.520
H 16.367 8.813 18.555
H 21.639 20.662 10.049
H 18.140 11.386 13.155
H 19.890 15.008 13.769
H 17.261 12.153 21.011
H 21.201 6.956 11.797
H 20.451 12.559 12.826
H 20.034 12.348 10.519
H 20.854 8.658 12.004
H 16.939 10.924 16.771
H 18.055 15.329 7.870
H 22.695 15.938 17.205
H 17.215 14.661 11.693
H 19.778 14.705 22.363
H 16.590 8.935 15.187
H 17.538 9.688 20.346
H 20.785 15.023 15.257
H 17.050 10.394 10.956
H 13.767 13.093 14.871
H 18.112 18.606 18.767
H 16.559 16.455 10.185
H 21.672 11.306 12.934
H 19.548 16.299 14.834
H 16.774 16.425 7.875
H 22.977 13.488 12.737
H 26.836 16.272 16.412
H 22.270 18.403 13.638
H 21.488 11.491 15.125
H 9.063 8.386 12.306
H 20.306 11.370 16.393
H 24.914 17.099 18.020
H 14.733 17.222 11.830
H 17.439 17.950 14.812
H 16.364 16.885 12.418
H 26.183 14.173 15.147
H 15.673 12.011 20.204
H 23.867 15.135 18.308
H 22.049 13.926 11.253
H 19.357 14.195 16.577
H 17.954 14.998 15.946
H 17.280 7.328 15.148
H 15.203 8.748 10.113
H 18.282 10.384 17.796
H 23.329 20.045 12.034
H 18.740 16.344 18.289
H 23.811 11.582 11.519
H 16.609 9.155 9.135
H 20.093 7.413 13.934
H 13.344 15.130 17.174
H 26.507 15.464 17.887
H 9.721 10.068 12.422
H 16.523 7.565 9.985
H 15.141 14.901 8.512
H 15.268 10.056 18.376
H 16.512 11.754 12.901
H 20.830 18.412 9.727
H 14.110 11.580 12.776
H 10.086 8.866 13.678
H 9.272 12.069 13.974
H 18.620 14.304 10.732
H 13.641 12.775 16.475
H 14.770 10.607 11.459
H 19.432 19.295 10.402
H 16.913 11.076 14.482
H 15.896 9.716 20.836
H 17.560 20.049 13.795
H 14.754 14.887 16.139
H 16.225 18.687 15.801
H 21.808 6.908 14.172
H 23.871 12.863 10.221
H 15.569 7.685 14.570
H 14.402 10.010 13.131
H 13.245 15.617 15.451
H 18.219 16.673 10.017
H 14.415 17.907 14.302
H 16.015 13.828 7.454
H 21.748 10.610 16.695
H 19.596 18.237 19.708
H 15.886 20.459 14.105
H 24.494 17.157 16.284
H 9.609 13.724 13.866
H 20.062 10.688 10.967
H 18.031 18.313 20.501
H 22.749 17.297 12.284
H 10.974 8.730 10.787
H 26.056 13.566 16.746
*
```



A cluster of 13 separate species, C48H96O30S9 in total, computed with ωB97M-V/def2-TZVPD.

HOMO-LUMO gap = 10.439 eV
HOMO energy = -0.372 Ha
Lowest unoccupied orbital energy = 0.0119 Eh

```
! wB97M-V def2-TZVPD RIJCOSX def2/J DEFGRID3
* xyz 0 1
S 0.612 -2.303 3.572
S -1.018 -4.145 -1.630
S 0.431 4.830 0.155
S 2.835 0.934 4.290
S 4.286 6.578 -2.387
S -4.421 0.558 3.356
S -5.152 -4.010 3.140
S 6.500 -0.358 0.505
S -3.785 3.032 -2.122
O 0.362 3.961 -0.963
O 0.621 -0.968 2.981
O 3.108 -2.758 -3.177
O -0.038 -4.346 -0.565
O -0.010 -2.463 4.856
O -3.987 1.814 2.770
O -2.420 -4.106 -1.294
O -5.044 -3.093 4.278
O -3.413 0.123 -4.219
O 1.485 4.702 1.172
O 0.355 0.873 -6.049
O 6.582 0.933 1.112
O 1.370 1.424 -4.088
O 2.888 -0.026 5.382
O -4.422 -5.275 3.197
O -4.412 -1.807 -4.884
O 6.076 -0.418 -0.849
O 3.328 0.491 3.023
O -3.974 4.115 -1.181
O 2.043 0.383 -0.251
O -3.237 3.417 -3.401
O 3.307 -3.650 -1.189
O 0.313 1.180 0.968
O 2.358 -4.837 -2.759
O 2.557 0.750 -5.739
O -4.280 -1.216 -2.744
O 3.128 7.417 -2.577
O -5.427 -0.182 2.636
O 0.243 -0.794 -0.085
O 5.588 7.117 -2.707
C 1.917 -4.645 3.346
C 2.929 1.514 0.071
C -0.550 -2.655 -2.556
C 3.893 2.319 4.711
C -1.934 6.085 0.620
C -5.271 2.042 -2.177
C -4.629 -3.152 1.633
C 7.542 -2.790 1.102
C -2.946 -0.709 5.220
C -0.940 -4.412 -4.313
C 2.998 -4.724 -0.348
C 7.943 -1.347 0.647
C -6.885 -4.236 2.642
C -2.861 1.738 -1.321
C 2.855 -3.795 -2.451
C 0.366 -4.828 3.035
C 4.381 5.903 -0.761
C 3.720 3.986 -2.113
C -3.877 1.199 -0.309
C -7.108 -3.172 1.537
C -3.226 0.600 -5.528
C -5.825 -3.130 0.679
C -2.997 -0.451 3.711
C -1.165 -0.911 0.316
C 1.266 1.772 4.187
C -5.361 -2.793 -4.458
C -0.718 -5.234 -3.046
C -0.358 -2.991 -4.009
C -1.126 4.843 1.050
C 0.115 1.850 -3.496
C 4.571 4.395 -0.920
C 1.315 1.067 -5.351
C -3.735 0.423 5.869
C 3.658 -1.543 -2.537
C 2.979 3.365 5.229
C -0.136 -3.460 2.411
C 5.429 -1.508 1.375
C 0.829 0.330 0.295
C 2.170 -3.091 3.583
C -5.304 1.628 -0.741
C -1.180 6.645 -0.642
C -4.913 0.833 5.028
C 4.069 4.991 -3.222
C 1.559 3.255 4.403
C 0.274 6.491 -0.372
C 2.717 -0.108 -6.873
C 6.024 -2.939 1.136
C -4.067 -0.969 -3.878
H 3.751 -0.147 -7.108
H 3.369 -1.389 -1.510
H -7.285 -2.172 1.936
H -1.254 -6.151 -2.952
H 2.634 4.088 -1.881
H -5.958 0.799 -0.544
H 3.147 5.082 -3.927
H -3.053 1.667 -5.508
H 4.615 1.986 5.399
H 4.375 2.662 3.837
H 3.255 -0.740 -3.164
H 0.239 -3.451 1.414
H 4.384 -1.423 1.229
H 2.844 1.761 1.119
H 2.675 2.375 -0.546
H 8.626 -0.887 1.361
H 5.654 -3.577 1.905
H -5.034 1.200 -2.793
H -6.189 2.519 -2.480
H -4.142 0.304 -6.062
H -3.628 1.408 0.735
H -1.941 -0.802 5.604
H 1.586 3.780 3.460
H -7.936 -3.426 0.864
H -1.335 -1.897 -2.344
H -1.844 6.838 1.381
H -5.086 -3.277 -3.569
H -3.156 -1.341 3.069
H -5.669 2.465 -0.141
H 0.198 -5.611 2.245
H 0.551 1.354 4.858
H -1.503 6.180 -1.614
H -4.034 0.120 6.850
H 2.783 -2.718 2.754
H 5.643 4.138 -1.108
H -2.009 -4.464 -4.643
H 1.979 -4.920 -0.374
H 2.236 -1.103 -6.712
H -1.556 3.953 0.676
H 2.650 -2.824 4.525
H -0.349 2.683 -4.009
H -5.797 -4.015 0.018
H -1.503 0.014 0.688
H 0.936 6.636 -1.172
H 2.670 3.268 6.243
H -3.111 1.287 5.869
H 0.562 7.153 0.402
H 4.716 -1.651 -2.573
H 2.089 -5.126 4.290
H 5.641 -1.270 2.430
H -0.578 0.996 -3.573
H 7.865 -2.917 2.167
H -2.369 0.074 -5.969
H -5.045 1.945 5.162
H -5.752 -2.201 0.084
H 3.972 1.242 0.038
H -0.286 -5.002 3.871
H -0.611 -2.146 -4.722
H 0.412 2.100 -2.486
H 0.343 -5.562 -3.030
H -1.705 -1.101 -0.621
H 2.202 0.339 -7.777
H 3.225 -4.374 0.611
H -6.363 -2.372 -4.218
H 5.221 6.469 -0.297
H -1.377 7.721 -0.755
H 3.567 6.077 -0.115
H 3.898 2.978 -2.413
H 2.621 -4.968 2.549
H 0.746 3.697 5.041
H -7.543 -4.100 3.491
H -4.444 -2.121 1.780
H -2.011 2.266 -0.894
H -2.143 0.226 3.391
H 4.330 3.999 0.070
H -1.240 -1.652 1.072
H -5.807 0.251 5.184
H 5.028 4.915 -3.705
H -5.433 -3.548 -5.303
H 3.274 4.428 5.072
H 3.561 -5.634 -0.604
H 5.766 -3.280 0.095
H 8.006 -3.522 0.468
H -0.406 -4.808 -5.135
H -0.856 4.686 2.081
H -3.881 0.135 -0.447
H 0.375 -2.259 -2.065
H -2.966 5.797 0.413
H 0.975 1.537 3.181
H -2.496 1.087 -2.093
H -6.863 -5.237 2.246
H 8.333 -1.460 -0.344
H -3.482 -1.632 5.493
H 0.723 -2.996 -4.195
H -1.244 -3.370 2.563
H -3.718 -3.600 1.270
*
```